Density functional theory data (wB97M-V/def2-TZVPD) for C20H39InNO6S2V as an isolated structure at a distorted geometry.

Orbital gap: 0.1048 Eh
Max |F|: 2.4 eV Å⁻¹
LUMO: -0.1720 Eh
M: 619.43 g/mol
HOMO: -7.5 eV
Total energy: -3221.7378 a.u.

Each line ends with the Löwdin charge.
Element x y z (Å)
C -1.972 -1.851 3.260  -0.196
C -2.885 -1.451 2.077  -0.320
In -1.706 -0.815 0.321  0.942
C -1.999 -2.285 -1.361  -0.168
C -0.895 -3.318 -1.152  -0.286
C -1.410 -4.754 -1.185  -0.196
C -0.243 -5.738 -0.956  -0.196
C -0.283 -6.436 0.404  -0.197
C -0.338 -5.489 1.596  -0.171
C 0.974 -4.791 1.887  -0.252
O 1.770 -5.582 2.744  -0.175
C 2.824 -4.844 3.308  -0.114
C -2.277 1.306 -0.438  -0.079
C -1.207 2.141 0.176  -0.347
C -1.681 3.629 0.269  -0.448
S -0.860 4.598 -0.968  0.935
C 0.742 5.076 -0.316  -1.042
S 1.627 4.031 0.555  0.774
N 1.063 6.375 -0.685  -0.187
C 2.128 7.001 0.097  -0.166
C 3.483 6.946 -0.627  -0.193
O 3.606 5.824 -1.455  -0.133
C 2.669 5.836 -2.505  -0.183
C 1.332 6.494 -2.125  -0.144
C 0.509 -0.764 0.742  -0.145
C 1.262 -0.535 -0.537  -0.547
O 2.466 -0.675 -0.683  0.089
O 0.478 -0.166 -1.636  0.005
H -1.042 -2.266 2.883  0.022
H -2.469 -2.597 3.875  0.063
H -1.748 -0.969 3.852  0.061
H -3.437 -2.336 1.760  0.026
H -3.620 -0.703 2.360  0.020
H -2.993 -2.724 -1.323  0.055
H -1.871 -1.809 -2.327  0.047
H -0.466 -3.184 -0.152  0.072
H -0.083 -3.161 -1.857  0.121
H -1.945 -4.974 -2.103  0.113
H -2.108 -4.877 -0.358  0.105
H -0.176 -6.455 -1.770  0.107
H 0.687 -5.170 -1.001  0.098
H 0.620 -7.040 0.490  0.116
H -1.133 -7.117 0.420  0.112
H -0.579 -6.076 2.481  0.121
H -1.137 -4.754 1.517  0.097
H 0.773 -3.837 2.387  0.103
H 1.521 -4.554 0.968  0.124
H 3.650 -5.511 3.533  0.085
H 3.184 -4.065 2.633  0.086
H 2.518 -4.353 4.235  0.088
H -3.271 1.533 -0.064  0.082
H -2.241 1.327 -1.524  0.051
H -1.000 1.800 1.196  0.108
H -0.289 2.029 -0.379  0.050
H -2.743 3.677 0.057  0.077
H -1.537 4.036 1.264  0.087
H 1.879 8.062 0.165  0.124
H 2.167 6.629 1.110  0.093
H 4.308 7.000 0.074  0.128
H 3.561 7.854 -1.237  0.121
H 3.060 6.324 -3.402  0.127
H 2.511 4.796 -2.782  0.122
H 1.374 7.554 -2.357  0.126
H 0.548 6.019 -2.703  0.096
H 0.780 0.033 1.427  0.060
H 0.817 -1.726 1.137  0.032
H 0.791 0.673 -1.985  0.109
O -3.335 3.042 -3.027  -0.629
V -2.689 3.704 -4.455  0.946
O -2.013 4.400 -5.829  -0.614